This record from the OMol25 dataset describes 2 unconnected molecules or ions with the total composition C15H25F5NOP in a non-equilibrium geometry. The level of theory is ωB97M-V/def2-TZVPD.

Each atom is followed by the atoms it is bonded to, with distances in Å.
CARTESIAN COORDINATES (ANGSTROEM)
1 P 2.2149 0.5396 0.5098  C9 1.804, C22 1.816, H27 1.399, H44 1.397
2 F 6.3836 -1.7401 0.2075  C16 1.360
3 F 6.3100 -0.7703 -1.7206  C16 1.343
4 F 8.8258 -1.7412 0.1333  C23 1.330
5 F 8.9095 0.4185 -0.0056  C23 1.336
6 F 8.7668 -0.7832 -1.8006  C23 1.336
7 O -6.6372 -2.2751 1.6197  C19 1.346
8 N -2.9481 -0.1966 -0.7820  C13 1.369, C15 1.435, C18 1.360
9 C 1.0091 1.6533 -0.2382  P1 1.804, C11 1.544, H30 1.085, H36 1.084
10 C -3.6682 -0.8630 1.1671  C13 1.326, C17 1.413, H32 1.073
11 C -0.0530 0.7506 -0.9018  C9 1.544, C21 1.520, H26 1.091, H35 1.084
12 C -8.7656 -1.1891 1.8418  C19 1.546, H25 1.093, H37 1.104, H45 1.092
13 C -2.8767 0.0156 0.5683  N8 1.369, C10 1.326, H42 1.074
14 C 4.8340 0.9787 -0.2894  C20 1.542, C22 1.562, H41 1.082, H48 1.081
15 C -2.3032 0.4957 -1.8603  N8 1.435, C21 1.517, H24 1.091, H29 1.090
16 C 6.7907 -0.6355 -0.4738  F2 1.360, F3 1.343, C20 1.512, C23 1.578
17 C -4.2659 -1.6829 0.1832  C10 1.413, C18 1.335, H47 1.076
18 C -3.7911 -1.2439 -0.9846  N8 1.360, C17 1.335, H39 1.075
19 C -7.4303 -1.3330 1.0771  O7 1.346, C12 1.546, H28 1.128, H38 1.126
20 C 6.2202 0.5663 0.2444  C14 1.542, C16 1.512, H34 1.083, H40 1.082
21 C -1.2938 1.5062 -1.3490  C11 1.520, C15 1.517, H33 1.089, H43 1.084
22 C 3.8292 1.2921 0.8654  P1 1.816, C14 1.562, H31 1.083, H46 1.085
23 C 8.3666 -0.6842 -0.5300  F4 1.330, F5 1.336, F6 1.336, C16 1.578
24 H -3.0532 1.0288 -2.4460  C15 1.091
25 H -8.5881 -0.9043 2.8817  C12 1.093
26 H -0.3592 0.0132 -0.1589  C11 1.091
27 H 1.6399 -0.0119 1.6593  P1 1.399
28 H -7.0024 -0.2901 1.0435  C19 1.128
29 H -1.7983 -0.1793 -2.5508  C15 1.090
30 H 1.5018 2.2566 -0.9934  C9 1.085
31 H 3.7159 2.3544 1.0430  C22 1.083
32 H -3.8578 -0.9351 2.2204  C10 1.073
33 H -1.0173 2.1440 -2.1878  C21 1.089
34 H 6.1166 0.2771 1.2828  C20 1.083
35 H 0.4146 0.2638 -1.7506  C11 1.084
36 H 0.5855 2.2861 0.5327  C9 1.084
37 H -9.4041 -0.4124 1.3853  C12 1.104
38 H -7.7283 -1.4988 0.0041  C19 1.126
39 H -4.0625 -1.6527 -1.9414  C18 1.075
40 H 6.8715 1.4306 0.2323  C20 1.082
41 H 4.9462 1.8921 -0.8591  C14 1.082
42 H -2.2877 0.7931 1.0169  C13 1.074
43 H -1.6941 2.1527 -0.5764  C21 1.084
44 H 2.3385 -0.5225 -0.3897  P1 1.397
45 H -9.3235 -2.1281 1.8282  C12 1.092
46 H 4.1768 0.8290 1.7831  C22 1.085
47 H -4.9810 -2.4634 0.3745  C17 1.076
48 H 4.4228 0.1990 -0.9155  C14 1.081

Output
gap between HOMO and LUMO	2.5	eV
largest force on an atom	2.4	eV/A